No. 1
# C41H44BrN3O5PSc

C41H44BrN3O5PSc as an isolated structure (ωB97M-V/def2-TZVPD, OMol25).

Output
Energy (hartree): -5804.91731
Total charge: +2
HOMO-LUMO gap (eV): 6.85
Relative energy (zero: lowest compared OMol25 entry of this formula, charge and spin) (kcal per mole): 21.0
2S+1: 1
E_HOMO (eV): -12.6

Atoms and positions in Å:
Sc -0.141 0.941 -0.238
C -3.190 -0.730 1.190
O -2.048 0.089 1.455
C -2.248 0.924 2.600
C -2.394 2.340 2.115
O -1.203 2.708 1.381
C -0.246 3.441 2.169
C 0.991 2.595 2.278
O 1.346 2.185 0.947
C 2.584 2.753 0.469
H -4.050 -0.125 0.894
H -3.443 -1.314 2.075
H -2.937 -1.410 0.380
H -1.389 0.806 3.266
H -3.136 0.609 3.148
H -2.554 3.040 2.934
H -3.236 2.422 1.433
H -0.646 3.668 3.156
H -0.042 4.386 1.664
H 0.795 1.691 2.858
H 1.819 3.131 2.741
H 2.531 3.842 0.489
H 2.734 2.390 -0.541
H 3.405 2.424 1.105
C 0.126 4.126 -1.408
O -0.143 2.745 -1.692
C -0.649 2.488 -2.970
C -1.008 3.473 -3.872
C -1.522 3.089 -5.105
C -1.665 1.749 -5.428
C -1.284 0.769 -4.526
C -0.785 1.141 -3.288
N -0.303 0.235 -2.297
N 0.136 -0.856 -2.800
C 1.114 -1.537 -2.167
C 2.016 -0.804 -1.357
O 1.672 0.327 -0.812
C 3.347 -1.288 -1.210
C 3.681 -2.511 -1.690
C 2.754 -3.342 -2.395
C 3.120 -4.619 -2.856
C 2.228 -5.378 -3.574
C 0.950 -4.876 -3.851
C 0.569 -3.632 -3.405
C 1.467 -2.846 -2.671
H -0.788 4.715 -1.475
H 0.504 4.165 -0.396
H 0.871 4.510 -2.104
H -0.890 4.522 -3.645
H -1.805 3.851 -5.818
H -2.063 1.465 -6.393
H -1.359 -0.280 -4.775
H 4.054 -0.676 -0.669
H 4.686 -2.889 -1.535
H 4.114 -4.993 -2.644
H 2.511 -6.359 -3.930
H 0.255 -5.477 -4.423
H -0.424 -3.256 -3.617
Br -6.625 2.213 -3.088
C -4.990 1.875 -2.250
C -4.268 2.908 -1.668
C -3.060 2.609 -1.072
N -2.536 1.378 -1.020
C -3.251 0.400 -1.586
C -4.473 0.589 -2.200
H -4.633 3.926 -1.686
H -2.471 3.397 -0.620
H -2.814 -0.591 -1.573
H -4.998 -0.245 -2.644
C -0.047 -2.867 0.817
P 0.581 -1.325 1.570
C 2.348 -1.638 1.835
C 2.869 -2.930 1.896
C 4.219 -3.128 2.143
C 5.058 -2.040 2.347
C 4.546 -0.752 2.299
C 3.199 -0.555 2.033
C -0.081 -1.378 3.269
C 0.536 -0.639 4.278
C -0.014 -0.587 5.551
C -1.186 -1.275 5.834
C -1.797 -2.029 4.842
C -1.250 -2.076 3.567
H -1.071 -2.737 0.467
H -0.030 -3.701 1.519
H 0.573 -3.113 -0.044
H 2.232 -3.792 1.747
H 4.617 -4.134 2.186
H 6.110 -2.198 2.548
H 5.199 0.098 2.460
H 2.803 0.451 1.956
H 1.472 -0.127 4.086
H 0.484 -0.023 6.330
H -1.610 -1.240 6.829
H -2.695 -2.592 5.064
H -1.735 -2.683 2.811

No. 2
# C4H8N2O

One molecule with the formula C4H8N2O (ωB97M-V/def2-TZVPD, OMol25).

Output
Energy (hartree): -341.80993
HOMO-LUMO gap (eV): 7.93
Relative energy (zero: lowest compared OMol25 entry of this formula, charge and spin) (kcal per mole): 121.6
2S+1: 1
E_HOMO (eV): -7.4

Atoms and positions in Å:
N 1.689 -0.811 -0.777
C 0.777 -0.718 0.173
O 0.472 -1.856 0.768
C 0.519 0.663 0.809
N -0.875 1.006 0.726
C -1.506 -0.239 0.144
C -1.318 0.996 -0.663
H 1.932 -1.720 -1.147
H 2.090 0.009 -1.208
H 0.831 0.552 1.857
H 1.170 1.421 0.347
H -0.534 -1.631 0.800
H -2.541 -0.366 0.482
H -0.560 1.015 -1.455
H -2.145 1.680 -0.855